No. 1
# C11H21IO5S

A 2-piece molecular cluster, C11H21IO5S overall in a non-equilibrium geometry (the ωB97M-V functional and the def2-TZVPD basis, the OMol25 dataset).

Last column: natural (NBO) charge in e.
CARTESIAN COORDINATES (ANGSTROEM)
C: 3.600 -1.553 -0.223  -0.627
C: 2.794 -2.702 0.344  -0.060
O: 1.468 -2.681 -0.162  -0.546
C: 0.835 -3.908 -0.089  0.396
C: -0.604 -3.802 0.340  -0.436
C: -1.467 -2.955 -0.576  -0.441
C: -1.198 -1.454 -0.592  -0.485
I: -0.691 -0.566 1.291  0.032
O: 0.901 -4.649 -1.331  -0.582
C: 1.415 -3.981 -2.391  0.673
O: 0.854 -3.172 -2.996  -0.523
H: 4.623 -1.895 -0.284  0.209
H: 3.281 -1.365 -1.237  0.225
H: 3.569 -0.668 0.390  0.216
H: 3.295 -3.618 0.052  0.163
H: 2.797 -2.671 1.427  0.177
H: 1.332 -4.525 0.649  0.159
H: -0.688 -3.528 1.378  0.224
H: -0.985 -4.815 0.285  0.219
H: -1.264 -3.304 -1.580  0.236
H: -2.507 -3.173 -0.393  0.212
H: -2.108 -0.964 -0.889  0.226
H: -0.473 -1.176 -1.329  0.232
H: 2.414 -4.299 -2.708  0.101
O: -0.493 3.394 -1.287  -0.943
S: -1.503 3.379 -0.260  2.175
O: -2.506 2.350 -0.201  -0.941
C: -0.698 3.513 1.332  -0.676
C: -0.597 5.016 1.577  -0.407
C: -1.947 5.603 1.145  -0.401
C: -2.300 4.990 -0.216  -0.679
H: 0.265 3.010 1.294  0.260
H: -1.343 3.033 2.068  0.242
H: -0.375 5.235 2.621  0.224
H: 0.203 5.440 0.966  0.215
H: -2.711 5.336 1.879  0.209
H: -1.915 6.690 1.088  0.223
H: -3.371 4.856 -0.341  0.251
H: -1.901 5.579 -1.040  0.246

Atomic forces in eV per Å
C -0.008 -0.531 0.054
C 0.462 0.238 -0.273
O -0.061 -0.054 -0.180
C -0.463 -0.020 0.899
C -0.397 -0.315 -0.741
C 0.684 0.125 0.175
C -0.783 -0.210 0.011
I -0.027 0.019 -0.103
O 0.536 -0.037 0.276
C 1.615 -2.063 0.905
O -1.983 2.729 -1.785
H 0.480 0.111 0.062
H -0.179 0.308 -0.260
H -0.201 0.402 0.011
H -0.079 -0.465 -0.150
H -0.227 -0.001 0.384
H 0.366 -0.353 0.078
H 0.184 0.403 0.425
H -0.105 -0.364 -0.004
H -0.055 -0.038 -0.431
H -0.410 0.116 0.305
H -0.325 0.404 0.071
H 0.779 0.092 0.034
H 0.235 -0.448 0.291
O -0.052 -0.110 -0.101
S -0.070 -0.023 0.267
O 0.019 -0.084 -0.270
C 0.164 0.233 0.256
C -0.052 0.030 -0.090
C 0.030 -0.030 0.030
C -0.098 0.363 0.175
H -0.062 -0.105 -0.115
H -0.020 -0.056 -0.055
H 0.008 -0.002 -0.004
H 0.018 -0.027 0.013
H 0.008 -0.021 -0.006
H -0.013 -0.004 -0.007
H 0.030 -0.112 -0.107
H 0.053 -0.096 -0.040

Calculated values
E_HOMO ... -8.85 eV
Multiplicity ... 1
SMILES ... CCO[C@@H](CCCI)OC=O.O=S1(=O)CCCC1
Lowest unoccupied orbital energy ... 0.018 Ha
Orbital gap ... 0.3426 Ha

No. 2
# C11H21IrNSi

C11H21IrNSi as an isolated structure in a non-equilibrium geometry (the ωB97M-V functional and the def2-TZVPD basis, the OMol25 dataset).

Last column: Löwdin charge in e.
CARTESIAN COORDINATES (ANGSTROEM)
C: -0.682 0.417 -1.509  -0.212
C: 0.713 0.850 -1.563  -0.232
C: 0.887 1.775 -0.448  -0.197
C: -0.397 2.112 0.051  -0.159
C: -1.337 1.184 -0.465  -0.448
Ir: 0.401 -0.449 0.094  1.524
N: -2.768 1.397 -0.434  0.061
C: 0.718 -2.236 -0.335  -0.481
C: 2.049 -1.686 -0.009  -0.323
H: 1.828 2.208 -0.138  0.105
H: 1.414 0.542 -2.332  0.113
H: -0.738 2.859 0.740  0.095
H: -2.846 2.059 -1.203  0.078
H: -1.142 -0.340 -2.128  0.111
H: 2.719 -1.531 -0.870  0.049
H: 0.340 -2.926 0.418  0.048
H: -3.302 0.537 -0.704  0.092
H: 2.499 -1.995 0.939  0.038
H: 0.577 -2.520 -1.379  0.052
C: 2.720 0.377 2.399  -0.213
Si: 0.967 0.640 3.003  0.417
C: 0.809 0.051 4.775  -0.192
C: 0.663 2.495 3.000  -0.193
C: -0.281 -0.264 1.905  -0.442
H: 3.392 1.094 2.894  0.038
H: 2.812 0.510 1.313  -0.002
H: 3.075 -0.634 2.638  0.028
H: 1.477 0.635 5.428  0.034
H: -0.221 0.180 5.139  0.035
H: 1.074 -1.012 4.870  0.030
H: 1.059 2.995 2.104  0.020
H: -0.416 2.704 3.052  0.036
H: 1.136 2.964 3.878  0.036
H: -0.400 -1.281 2.328  0.028
H: -1.252 0.252 1.971  0.027

Atomic forces in eV per Å
C 0.822 0.896 0.027
C -0.742 0.338 -0.100
C -0.703 1.400 -1.295
C -0.966 0.305 -0.291
C -1.017 1.712 -1.699
Ir -0.324 0.989 0.989
N 0.393 -0.803 -0.215
C 0.501 -5.819 -1.727
C 2.658 -0.611 -0.713
H -0.069 -0.032 -0.124
H 0.072 0.084 0.373
H 0.477 0.154 0.268
H -0.872 0.062 0.107
H -0.021 0.224 -0.233
H -0.080 -0.291 0.706
H -0.197 -0.342 -0.296
H 0.809 1.037 0.308
H 0.036 0.124 -0.438
H 0.071 -0.473 0.169
C 0.456 0.019 0.181
Si -0.010 0.479 0.002
C 0.001 -0.093 0.211
C -0.110 0.310 0.103
C -1.346 0.590 3.505
H -0.130 -0.165 -0.032
H 0.021 -0.010 0.349
H 0.007 0.188 -0.077
H -0.171 -0.199 -0.152
H 0.251 -0.036 -0.073
H -0.065 0.222 0.026
H -0.093 -0.162 0.294
H 0.266 0.031 0.022
H -0.107 -0.178 -0.223
H -0.029 0.148 -0.185
H 0.209 -0.100 0.232

Calculated values
E_HOMO (spin up / spin down) ... -3.62 / -8.74 eV
Multiplicity ... 6
Expectation value of S² ... 8.767
Lowest unoccupied orbital energy (spin up / spin down) ... 0.019 / -0.067 Ha
Orbital gap (spin up / spin down) ... 0.1520 / 0.2548 Ha

No. 3
# C11H21N2O

An isolated ion of composition C11H21N2O and charge +1 in a non-equilibrium geometry (the ωB97M-V functional and the def2-TZVPD basis, the OMol25 dataset).

Last column: natural (NBO) charge in e.
CARTESIAN COORDINATES (ANGSTROEM)
C: 1.454 3.088 0.118  -0.046
N: 1.413 1.922 -0.356  -0.398
C: 0.000 0.853 -0.478  0.148
C: -0.466 1.370 -1.798  -0.649
C: -1.573 0.262 0.233  -0.070
C: -2.539 1.181 0.445  -0.111
C: -3.846 0.620 0.951  -0.641
C: -1.417 -1.160 0.408  -0.320
N: -0.350 -1.645 -0.562  -0.070
O: -0.815 -2.006 -1.884  -0.492
C: 0.685 -0.516 -0.548  -0.107
C: 1.651 -0.779 0.568  -0.249
C: 1.903 -2.233 0.939  -0.606
C: 3.124 -0.214 0.503  -0.583
H: 2.381 3.640 0.051  0.206
H: 0.667 3.614 0.738  0.174
H: -1.248 0.799 -2.266  0.193
H: 0.399 1.232 -2.615  0.232
H: -0.839 2.323 -1.587  0.234
H: -2.549 2.209 0.207  0.228
H: -4.521 0.712 0.045  0.237
H: -4.292 1.184 1.801  0.252
H: -3.574 -0.471 1.179  0.197
H: -2.367 -1.808 0.161  0.272
H: -1.044 -1.369 1.461  0.265
H: 0.026 -2.439 -0.132  0.438
H: -1.267 -1.310 -2.274  0.487
H: 1.193 -0.570 -1.467  0.243
H: 1.240 -0.262 1.424  0.210
H: 1.019 -2.931 0.759  0.152
H: 2.324 -2.270 1.951  0.257
H: 2.802 -2.730 0.393  0.244
H: 3.246 0.779 0.085  0.249
H: 3.842 -0.855 0.007  0.213
H: 3.334 -0.218 1.542  0.214

Atomic forces in eV per Å
C -1.682 -0.049 1.448
N -2.287 -1.565 0.251
C -0.543 -0.901 0.254
C 2.469 -2.038 -2.431
C 2.755 5.679 -0.694
C -0.117 -3.458 0.715
C 0.099 -0.677 -0.970
C -1.881 -2.431 0.427
N -1.812 3.939 -1.347
O 2.209 -2.983 2.942
C 0.588 0.124 -0.443
C 1.716 0.000 0.700
C 0.946 -1.945 -0.875
C -0.961 0.260 -0.790
H 0.316 0.010 -0.383
H 0.531 -0.695 -0.803
H -0.756 -0.345 0.136
H -1.612 1.267 1.825
H -0.333 1.771 -0.556
H 0.785 0.984 -0.240
H 0.187 -0.424 1.264
H 0.387 -0.619 -0.530
H -1.465 1.627 0.071
H 1.804 1.209 0.698
H -0.277 -0.236 -1.262
H 0.762 -1.892 -0.210
H -1.478 2.891 -0.828
H 0.623 -0.429 -1.401
H -0.315 -0.006 0.499
H 1.494 0.344 1.249
H -0.895 -0.216 0.122
H -1.762 0.981 0.194
H -0.242 -0.076 0.215
H -0.168 -0.412 -0.215
H 0.914 0.309 0.968

Calculated values
E_HOMO ... -12.77 eV
Multiplicity ... 1
SMILES ... C=N[C@]1(C)/C(=C/C)C[N@@H+](O)[C@@H]1C(C)C
Total charge ... +1
Lowest unoccupied orbital energy ... -0.100 Ha
Orbital gap ... 0.3688 Ha
Relative energy (zero: lowest compared OMol25 entry of this formula, charge and spin) ... 180.0 kcal/mol

No. 4
# C11H21N2O6PtS2

C11H21N2O6PtS2 as an isolated structure (the ωB97M-V functional and the def2-TZVPD basis, the OMol25 dataset).

Last column: natural (NBO) charge in e.
CARTESIAN COORDINATES (ANGSTROEM)
Pt: 0.865 0.992 0.197  0.865
O: 4.187 0.926 2.524  -0.623
C: 3.005 0.848 1.955  0.813
O: 2.846 1.260 0.807  -0.598
C: 1.973 0.276 2.939  -0.170
O: 0.949 -0.497 2.374  -0.544
C: -0.407 -0.146 2.670  -0.195
C: -1.385 0.188 1.511  0.768
O: -2.542 0.323 1.855  -0.638
O: -1.016 0.336 0.257  -0.740
H: 4.808 1.372 1.923  0.518
H: 1.586 1.152 3.474  0.229
H: 2.539 -0.322 3.655  0.230
H: -0.448 0.720 3.332  0.216
H: -0.862 -0.988 3.192  0.230
C: -1.232 -3.427 -1.897  -0.630
C: -0.436 -2.132 -1.830  -0.602
S: 0.600 -2.059 -0.366  1.258
O: 1.497 -0.822 -0.601  -0.976
C: 1.752 -3.405 -0.657  -0.588
C: 2.486 -3.350 -1.985  -0.632
H: -1.970 -3.356 -2.694  0.243
H: -1.770 -3.614 -0.967  0.226
H: -0.597 -4.286 -2.111  0.215
H: -1.086 -1.263 -1.713  0.260
H: 0.210 -1.973 -2.693  0.239
H: 1.173 -4.321 -0.525  0.243
H: 2.436 -3.330 0.190  0.247
H: 1.827 -3.574 -2.823  0.215
H: 3.282 -4.093 -1.985  0.239
H: 2.935 -2.370 -2.140  0.237
S: 0.191 3.008 1.073  -0.175
C: -1.238 3.265 0.104  0.393
N: -1.225 3.865 -1.077  -0.556
C: -2.539 3.824 -1.727  -0.229
C: -3.433 3.266 -0.596  -0.231
N: -2.464 2.942 0.455  -0.546
H: -0.364 4.137 -1.519  0.437
H: -2.509 3.170 -2.598  0.214
H: -2.848 4.818 -2.043  0.224
H: -3.980 2.374 -0.892  0.229
H: -4.141 4.008 -0.231  0.220
H: -2.653 2.256 1.183  0.463

Atomic forces in eV per Å
Pt -0.103 -0.006 -0.022
O -0.013 0.021 -0.013
C 0.036 -0.077 0.038
O 0.065 0.081 0.008
C -0.028 0.031 0.011
O 0.010 -0.032 0.028
C -0.001 -0.038 -0.008
C 0.012 -0.011 -0.006
O -0.016 0.048 0.021
O -0.006 -0.003 -0.032
H 0.004 0.001 0.000
H -0.007 0.003 -0.003
H 0.001 0.004 -0.003
H 0.012 -0.003 0.005
H 0.005 0.007 -0.001
C -0.002 0.008 0.007
C 0.006 -0.006 -0.003
S -0.003 0.012 -0.006
O 0.002 -0.037 -0.012
C 0.000 0.010 0.002
C 0.000 0.001 0.001
H 0.003 -0.002 -0.003
H 0.000 0.001 -0.002
H 0.003 -0.001 0.000
H 0.001 0.001 0.003
H -0.006 0.001 -0.004
H -0.003 -0.001 0.003
H 0.002 -0.007 -0.001
H 0.001 0.001 0.000
H 0.000 0.000 0.000
H -0.001 -0.002 0.000
S 0.038 0.018 -0.016
C -0.002 0.014 -0.001
N -0.002 -0.037 -0.025
C 0.012 0.010 0.038
C -0.013 0.017 -0.010
N -0.003 -0.091 0.036
H -0.013 0.017 0.008
H -0.007 0.001 0.004
H 0.008 0.005 0.006
H 0.015 -0.009 -0.007
H -0.008 -0.006 -0.006
H 0.000 0.053 -0.037

Calculated values
E_HOMO ... -11.47 eV
Multiplicity ... 1
Total charge ... +1
Lowest unoccupied orbital energy ... -0.099 Ha
Orbital gap ... 0.3229 Ha
Relative energy (zero: lowest compared OMol25 entry of this formula, charge and spin) ... 15.3 kcal/mol

No. 5
# C11H21N3O3

One molecule with the formula C11H21N3O3 in a non-equilibrium geometry (the ωB97M-V functional and the def2-TZVPD basis, the OMol25 dataset).

Last column: natural (NBO) charge in e.
CARTESIAN COORDINATES (ANGSTROEM)
N: 5.613 -1.113 -0.298  -0.853
C: 5.157 0.244 0.409  -0.242
C: 3.629 0.151 0.607  -0.428
C: 2.738 -0.447 -0.640  -0.435
C: 1.266 -0.680 0.012  -0.445
C: 0.478 0.467 0.391  -0.165
N: -0.761 -0.132 0.818  -0.650
C: -1.504 -0.938 -0.123  0.709
O: -1.068 -1.734 -1.067  -0.614
C: -3.014 -0.777 0.345  -0.142
C: -4.053 -1.148 -0.734  -0.431
C: -5.132 -0.010 -0.722  -0.411
C: -4.928 0.698 0.765  -0.220
N: -3.373 0.703 0.749  -0.680
C: 0.264 1.823 -0.501  0.788
O: -0.803 2.361 -0.790  -0.590
O: 1.425 2.251 -1.063  -0.684
H: 5.173 -1.090 -1.281  0.362
H: 6.698 -1.110 -0.313  0.373
H: 5.316 1.347 0.064  0.181
H: 5.687 0.215 1.455  0.199
H: 3.346 1.167 0.947  0.177
H: 3.312 -0.393 1.571  0.216
H: 3.221 -1.461 -0.812  0.235
H: 2.785 0.113 -1.530  0.208
H: 1.502 -1.210 1.138  0.207
H: 0.583 -1.512 -0.519  0.305
H: 1.096 1.075 1.199  0.203
H: -1.450 0.661 1.184  0.437
H: -2.979 -1.444 1.180  0.216
H: -3.605 -1.270 -1.708  0.237
H: -4.555 -2.073 -0.348  0.208
H: -4.985 0.614 -1.558  0.209
H: -6.170 -0.420 -1.017  0.208
H: -5.210 1.784 0.913  0.222
H: -5.097 0.089 1.645  0.204
H: -2.820 1.319 0.211  0.386
H: 2.221 1.878 -0.578  0.501

Atomic forces in eV per Å
N 0.713 3.125 -0.494
C 0.430 -1.108 1.359
C -0.867 -0.200 0.590
C 0.095 -1.837 4.402
C 3.318 -4.705 -0.055
C -0.079 3.967 1.130
N -2.539 2.366 -0.670
C 0.687 -1.005 -1.557
O -2.693 3.709 4.321
C 0.865 2.145 -2.104
C -1.330 -0.330 1.776
C -1.698 -1.491 1.878
C 3.329 0.984 -3.064
N -0.683 -3.765 1.821
C -1.257 -1.519 -1.774
O 2.212 -1.263 1.191
O 0.608 -0.029 1.344
H 1.591 -0.076 1.817
H -2.569 0.010 -0.554
H 0.571 -2.225 -0.550
H -1.030 0.010 -1.895
H -0.244 0.003 -0.655
H 0.771 0.040 -1.681
H -0.930 1.171 0.057
H -0.119 0.820 -1.053
H -0.568 1.251 -3.162
H 2.189 2.264 0.781
H -1.541 -1.506 -0.424
H 1.600 -2.523 -0.544
H -0.733 -0.201 0.916
H 0.084 -0.302 -0.183
H 0.474 0.456 -0.941
H 0.711 1.574 -0.436
H 1.322 0.319 1.160
H -0.192 -1.481 -0.359
H -0.836 -0.168 -0.211
H -0.296 1.162 -1.381
H -1.365 0.356 -0.796

Calculated values
E_HOMO ... -9.11 eV
Multiplicity ... 1
SMILES ... NCCCC[C@H](NC(=O)[C@@H]1CCCN1)C(=O)O
Lowest unoccupied orbital energy ... 0.023 Ha
Orbital gap ... 0.3581 Ha
Relative energy (zero: lowest compared OMol25 entry of this formula, charge and spin) ... 143.0 kcal/mol

No. 6
# C11H21N3O3

One molecule with the formula C11H21N3O3 in a non-equilibrium geometry (the ωB97M-V functional and the def2-TZVPD basis, the OMol25 dataset).

Last column: natural (NBO) charge in e.
CARTESIAN COORDINATES (ANGSTROEM)
N: -5.118 -0.327 0.651  -0.852
C: -3.951 -0.312 1.652  -0.207
C: -2.688 0.275 0.751  -0.415
C: -2.347 -0.544 -0.475  -0.408
C: -0.910 -0.811 -0.920  -0.378
C: 0.057 -1.718 -0.142  -0.155
N: 0.477 -1.005 1.052  -0.622
C: 1.465 -0.104 1.357  0.682
O: 1.821 0.113 2.516  -0.589
C: 2.050 0.581 0.188  -0.143
C: 3.546 0.646 0.024  -0.419
C: 3.828 2.142 -0.433  -0.406
C: 2.390 2.646 -0.787  -0.240
N: 1.652 2.049 0.283  -0.589
C: 1.157 -2.370 -1.036  0.791
O: 2.336 -2.152 -0.949  -0.600
O: 0.646 -3.089 -1.966  -0.654
H: -5.213 0.594 0.270  0.347
H: -5.992 -0.578 1.141  0.358
H: -3.649 -1.375 1.740  0.176
H: -4.176 0.109 2.617  0.189
H: -2.987 1.333 0.428  0.197
H: -1.767 0.329 1.402  0.217
H: -2.724 -1.611 -0.403  0.198
H: -2.856 -0.053 -1.322  0.220
H: -0.461 0.163 -1.065  0.192
H: -1.033 -1.171 -1.911  0.217
H: -0.610 -2.413 0.220  0.219
H: -0.070 -1.469 1.735  0.399
H: 1.591 0.099 -0.737  0.175
H: 3.811 -0.193 -0.720  0.229
H: 4.086 0.494 0.936  0.229
H: 4.383 2.633 0.381  0.215
H: 4.623 2.159 -1.273  0.204
H: 2.360 3.814 -0.905  0.198
H: 2.193 2.394 -1.801  0.165
H: 0.682 2.222 -0.064  0.353
H: 1.399 -3.501 -2.432  0.506

Atomic forces in eV per Å
N 0.609 -0.626 1.914
C 1.043 -1.065 -4.153
C -0.592 1.124 2.416
C -0.935 -2.138 -0.200
C 0.462 1.691 -0.803
C 0.657 2.692 -1.360
N -0.145 -1.131 -0.216
C 0.561 -0.728 2.055
O -0.736 -0.237 -1.385
C -1.452 1.307 -1.626
C 0.717 -0.361 -1.605
C 1.485 -1.149 -1.520
C 3.676 3.060 0.454
N -1.969 -0.313 -1.385
C 0.219 2.543 2.211
O 0.179 -0.229 0.430
O -0.913 -2.022 -1.858
H -0.272 0.491 -0.060
H 0.641 0.320 -0.456
H -0.386 0.436 0.488
H 0.263 0.576 0.167
H 0.634 -1.278 0.568
H -1.085 0.269 -0.412
H -0.474 1.200 0.116
H 0.215 -0.634 0.127
H 0.587 0.319 0.009
H 0.006 -0.646 -1.049
H -1.007 -2.470 0.723
H 0.518 0.455 1.869
H 0.714 0.894 0.911
H 0.007 1.569 1.063
H 0.068 -0.422 0.596
H -0.934 0.249 -0.079
H -1.592 -0.003 0.861
H -0.159 -1.888 1.108
H -0.671 -1.173 -0.990
H 0.371 -0.818 1.166
H -0.309 0.137 -0.095

Calculated values
E_HOMO ... -9.23 eV
Multiplicity ... 1
SMILES ... NCCCC[C@H](NC(=O)[C@@H]1CCCN1)C(=O)O
Lowest unoccupied orbital energy ... 0.016 Ha
Orbital gap ... 0.3551 Ha
Relative energy (zero: lowest compared OMol25 entry of this formula, charge and spin) ... 78.0 kcal/mol